1.
The following is a quantum chemistry calculation of 9 unconnected molecules or ions with the total composition C28H60NO18P in a non-equilibrium geometry, from the OMol25 dataset.

Geometry (Å):
P: 1.749 -1.167 3.223
O: -2.889 2.743 2.265
O: -1.458 -1.657 -0.813
O: -0.643 -3.713 -1.351
O: 2.245 -1.732 4.564
O: -2.633 2.696 -2.975
O: 1.110 -2.074 2.236
O: 3.057 -1.341 -4.874
O: -3.702 -4.103 3.066
O: 3.004 4.027 3.671
O: 4.394 1.673 -0.870
O: 0.705 -0.159 3.463
O: 2.756 -0.289 2.583
O: 1.583 -3.113 -4.832
O: -1.372 2.239 0.627
O: 2.526 0.817 -1.540
O: -4.653 -2.095 3.031
O: 1.355 5.521 3.498
O: -1.577 0.704 -3.371
N: 0.443 -0.029 0.442
C: -3.658 -2.891 2.944
C: 1.032 3.413 2.424
C: -2.339 -2.261 2.616
C: -0.083 -3.935 -0.127
C: 4.161 1.451 0.507
C: -2.149 2.972 1.202
C: -3.629 1.423 4.247
C: 2.339 -2.159 -4.230
C: 5.118 4.221 4.661
C: -2.519 4.407 0.699
C: -6.926 -1.313 3.920
C: 1.374 -3.072 -6.252
C: 0.836 -5.158 -0.124
C: -2.612 1.508 3.053
C: -0.632 -0.081 -5.476
C: -3.199 0.788 -1.660
C: -1.233 -2.533 -1.654
C: -0.898 1.097 -4.611
C: 3.780 4.906 4.354
C: 3.887 1.809 -3.131
C: -1.772 -2.492 -3.092
C: -2.406 1.470 -2.755
C: 5.525 1.927 1.257
C: 2.270 -2.228 -2.741
C: -5.871 -2.518 3.627
C: 0.744 -4.429 -6.552
C: 3.549 1.286 -1.797
C: 1.814 4.417 3.259
H: -2.353 5.350 1.469
H: -2.073 -3.543 -3.645
H: 5.020 2.051 -3.336
H: 5.895 4.989 5.170
H: 0.095 3.414 2.890
H: -4.526 1.449 3.612
H: -0.211 -4.724 -6.029
H: -1.290 -0.673 -5.743
H: 4.898 3.594 5.316
H: 5.347 2.050 2.274
H: 0.331 -4.431 -7.378
H: -0.215 0.418 -6.419
H: -2.757 0.690 2.286
H: -2.127 -2.133 1.556
H: 0.115 1.500 -4.289
H: 2.375 -3.072 -6.856
H: -2.011 4.604 -0.103
H: -1.712 -3.149 2.862
H: 0.075 -0.612 1.039
H: 1.395 -5.272 -6.517
H: 0.580 -3.240 0.159
H: -3.487 0.292 4.649
H: -1.337 1.872 -5.207
H: -1.884 -1.397 3.284
H: -3.515 -0.169 -2.039
H: 5.780 2.890 0.729
H: -2.790 -2.042 -3.187
H: 1.172 -0.558 0.264
H: -6.536 -0.691 4.562
H: -7.803 -1.656 4.415
H: 6.194 1.075 1.356
H: 3.169 5.566 5.087
H: -3.957 1.521 -1.392
H: -0.804 -4.094 0.721
H: 3.313 2.760 -3.567
H: 0.692 -2.232 -6.638
H: 1.092 3.642 1.371
H: 4.058 5.820 3.624
H: 3.560 2.220 0.876
H: -0.980 -2.310 -3.892
H: -6.284 -3.228 3.012
H: 1.475 -1.652 -2.361
H: -3.340 2.021 5.015
H: 1.125 2.497 2.746
H: 3.847 0.388 0.661
H: 3.476 1.028 -3.896
H: 1.400 -5.141 0.891
H: -6.843 -0.524 3.027
H: -3.655 4.678 0.436
H: 1.233 0.668 0.817
H: 2.068 -3.252 -2.442
H: 3.225 -1.879 -2.302
H: 5.476 3.911 3.800
H: 0.086 -6.080 -0.367
H: 1.574 -5.059 -0.823
H: 0.043 0.382 -0.342
H: -5.711 -3.154 4.578
H: -2.692 0.599 -0.866
H: -0.029 -0.567 -4.950
H: -1.798 1.606 3.373

Its gap between HOMO and LUMO is 1.560 eV. For the maximum force, the calculation gives 13.4 eV Å⁻¹. The energy above the lowest of the compared OMol25 structures with the same formula, charge and spin comes out at 56.8 kcal/mol. The LUMO energy is 3.24 eV. Its total charge is -2.

Atom charges from the Löwdin analysis, given in e for atoms 1 to 4: number 1, P, carries -0.3782; number 2, O, carries -0.0115; number 3, O, carries 0.0780; number 4, O, carries -0.0063

2.
The following is a quantum chemistry calculation of 3 unconnected molecules or ions with the total composition C28H61F2N3O6SSi in a non-equilibrium geometry, from the OMol25 dataset.

Geometry (Å):
S: 0.188 -1.223 1.870
Si: 3.384 -2.712 0.551
F: 3.685 -4.098 -2.462
F: 4.663 -5.227 0.039
O: -10.609 4.667 -4.482
O: -4.707 -1.315 -0.882
O: -1.150 1.493 -1.341
O: 1.630 -3.319 -2.306
O: -8.137 1.620 -2.003
O: 2.836 -6.420 -0.263
N: -4.146 1.555 -0.344
N: 2.692 -4.112 -0.407
N: -11.140 2.563 -2.434
C: 4.107 -2.420 3.361
C: -1.455 0.113 -1.455
C: -3.245 2.639 -0.710
C: -11.154 4.000 -2.212
C: 5.617 -2.399 3.079
C: -4.470 -1.733 0.443
C: 7.515 -0.692 2.894
C: 11.985 -0.745 2.287
C: -11.587 4.748 -3.453
C: -5.651 -0.258 -1.030
C: 2.503 -1.191 -0.091
C: 10.826 -0.094 1.501
C: -10.968 3.864 -5.586
C: 12.034 -2.278 2.199
C: 1.134 0.299 1.566
C: 2.477 0.019 0.870
C: 11.330 -2.993 3.363
C: -2.173 2.374 -1.762
C: -7.961 2.517 -3.083
C: -9.067 2.032 -1.018
C: 3.342 -5.361 -0.223
C: 2.561 -3.786 -1.770
C: 9.709 0.515 2.374
C: -4.952 1.023 -1.434
C: 6.148 -1.137 2.378
C: -10.528 1.776 -1.372
C: 8.279 0.182 1.901
C: 3.227 -3.174 2.346
H: -5.407 -1.905 0.982
H: 7.706 1.100 1.743
H: -3.870 -1.013 1.014
H: 3.953 -2.918 4.322
H: 11.241 0.696 0.872
H: -8.051 3.558 -2.761
H: -3.918 -2.670 0.392
H: -12.552 4.376 -3.812
H: -10.618 0.724 -1.652
H: 3.492 -4.238 2.411
H: -6.235 -0.117 -0.115
H: -11.122 1.913 -0.462
H: -1.967 -0.268 -0.569
H: 13.076 -2.602 2.163
H: 6.239 -1.322 1.303
H: -10.175 4.399 -1.912
H: -6.958 2.359 -3.480
H: 11.389 -2.401 4.278
H: -10.938 2.793 -5.356
H: -2.599 2.028 -2.712
H: 5.904 -3.296 2.521
H: 8.124 -1.562 3.164
H: -10.670 2.366 -3.308
H: 3.746 -1.398 3.508
H: 0.538 0.986 0.965
H: 2.694 0.911 0.281
H: 6.124 -2.466 4.046
H: 3.042 -0.904 -0.999
H: 10.395 -0.829 0.815
H: -1.678 3.328 -1.966
H: -4.357 0.794 -2.330
H: 12.933 -0.330 1.941
H: 11.573 -2.602 1.262
H: -11.970 4.112 -5.950
H: 7.382 -0.102 3.807
H: -2.733 2.959 0.201
H: -3.849 3.488 -1.049
H: -3.606 0.805 0.067
H: -10.248 4.066 -6.378
H: 8.316 -0.328 0.933
H: -0.645 -0.777 2.817
H: -6.339 -0.545 -1.827
H: -11.859 4.225 -1.406
H: -8.670 2.331 -3.895
H: 1.498 -1.460 -0.426
H: 9.819 0.155 3.401
H: 2.182 -3.110 2.656
H: -0.508 -0.420 -1.543
H: -8.841 1.428 -0.135
H: 3.268 -0.043 1.621
H: 5.422 -0.325 2.488
H: 10.275 -3.168 3.140
H: -2.056 -0.099 -2.344
H: 11.892 -0.456 3.338
H: 11.778 -3.968 3.554
H: -8.881 3.077 -0.741
H: 9.823 1.599 2.387
H: 4.815 -2.594 0.215
H: -11.703 5.805 -3.199
H: -5.704 1.763 -1.711
H: 1.316 0.779 2.527

The SMILES is CCCCCCCCCCC[Si@H](CCCS)N(C(=O)F)C(=O)F.COCCNCCOC.COCCNCCOC. Its gap between HOMO and LUMO is 9.000 eV. For the maximum force, the calculation gives 1.1 eV Å⁻¹. The LUMO energy is 0.48 eV. Its total charge is 0.

Atom charges from the Löwdin analysis, given in e for atoms 1 to 4: number 1, S, carries 0.7385; number 2, Si, carries 0.6932; number 3, F, carries 0.1188; number 4, F, carries 0.0931

Number 1: HOMO energy 1.68 eV. Number 2: HOMO energy -8.52 eV.